The following is a quantum chemistry calculation of an isolated molecule of C6H10O2, from OMol25.

Geometry (Å):
C 1.892 -0.090 0.029
C 1.011 1.176 -0.119
C -0.305 0.659 0.618
C -1.551 0.268 -0.145
C -1.535 -1.186 -0.069
C 0.033 -1.313 -0.073
H 2.796 -0.267 0.863
H 2.371 -0.094 -1.017
H 0.455 1.574 -1.008
H 1.598 2.121 0.063
H -0.681 1.495 1.357
H -1.307 0.767 -1.271
H -2.357 0.881 0.436
H -2.187 -1.651 -0.897
H -1.958 -1.502 1.035
H 0.088 -0.596 -1.010
O 1.515 -1.715 0.056
O 0.120 -0.527 1.153

Calculated values
energy above the lowest of the compared OMol25 structures with the same formula, charge and spin	207.09	kcal per mole
multiplicity	1
DFT total energy	-10470.18983	eV
frontier orbital gap	10.153	eV
maximum force	6.8	eV/Å